[1]
{
  "formula": "C4H9IN",
  "method": "ωB97M-V/def2-TZVPD",
  "total_charge": 1,
  "e_homo_ev": -13.8,
  "homo_lumo_gap_ev": 9.10,
  "elements": ["C", "C", "C", "C", "N", "I", "H", "H", "H", "H", "H", "H", "H", "H", "H"],
  "coordinates": [[-0.36600, 0.00189, -1.55552], [0.05112, 0.57799, -0.27691], [0.06107, 1.76346, 0.53661], [-0.84234, -1.72121, 0.56017], [-0.31570, -0.63489, -0.22692], [3.15351, 0.13260, 0.04098], [-1.29572, 0.15246, -2.08193], [0.40487, -0.48106, -2.17810], [-0.14813, 1.51439, 1.48902], [-0.64404, 2.61729, 0.06565], [1.09540, 2.28406, 0.47986], [-1.39094, -1.17980, 1.23627], [-1.40810, -2.48098, 0.10598], [-0.06870, -2.17058, 1.04581], [1.71369, -0.37561, 0.75903]],
  "mulliken_charge": [-0.479, 0.444, -0.930, -0.835, 0.048, 0.041, 0.289, 0.214, 0.383, 0.316, 0.311, 0.406, 0.326, 0.344, 0.121]
}

[2]
{
  "formula": "C23H33N5O2",
  "method": "ωB97M-V/def2-TZVPD",
  "e_homo_ev": -6.4,
  "smiles": "CN1CCc2cc(-c3cn4c(n3)CCC4)ccc21.CNC(=O)[C@@H](NC(C)=O)C(C)C",
  "homo_lumo_gap_ev": 6.88,
  "elements": ["C", "N", "C", "C", "C", "C", "C", "C", "C", "N", "C", "N", "C", "C", "C", "C", "C", "C", "H", "H", "H", "H", "H", "H", "H", "H", "H", "H", "H", "H", "H", "H", "H", "H", "H", "C", "N", "C", "O", "C", "N", "C", "C", "O", "C", "C", "C", "H", "H", "H", "H", "H", "H", "H", "H", "H", "H", "H", "H", "H", "H", "H", "H"],
  "coordinates": [[0.40644, 0.14494, -1.77893], [-0.70653, 1.05862, -1.47785], [-0.70746, 2.48770, -1.82992], [-2.01169, 3.03096, -1.22170], [-2.56408, 1.86174, -0.46085], [-3.71794, 1.79894, 0.33752], [-4.09277, 0.58728, 0.95438], [-5.33274, 0.49823, 1.75778], [-5.98718, -0.68022, 2.06611], [-7.07986, -0.29307, 2.80258], [-7.04037, 1.04896, 2.91534], [-6.02321, 1.59558, 2.30098], [-8.17751, 1.57725, 3.70947], [-9.01892, 0.29398, 3.96127], [-8.20703, -0.93387, 3.46688], [-3.25826, -0.53714, 0.77153], [-2.10116, -0.45860, -0.01788], [-1.76874, 0.74393, -0.64130], [1.14022, 0.63320, -2.42686], [0.03778, -0.75010, -2.28908], [0.90934, -0.15499, -0.85431], [-0.69530, 2.62899, -2.91500], [0.15987, 2.99353, -1.39324], [-2.70791, 3.34282, -2.00514], [-1.81653, 3.87882, -0.55909], [-4.33141, 2.68590, 0.46690], [-5.70474, -1.68459, 1.77471], [-8.73394, 2.33230, 3.14711], [-7.81858, 2.01935, 4.64294], [-9.26226, 0.19244, 5.02366], [-9.95801, 0.35811, 3.40244], [-7.86869, -1.55125, 4.30499], [-8.79054, -1.54828, 2.77436], [-3.49551, -1.48420, 1.24411], [-1.46626, -1.32664, -0.15417], [4.92809, -1.45569, -3.95914], [3.85925, -1.92162, -3.07489], [3.73849, -1.73512, -1.75591], [2.74994, -2.17514, -1.18186], [4.82458, -0.99737, -0.95534], [4.19175, 0.03179, -0.10627], [4.51561, 1.31935, 0.01389], [5.63719, 1.90277, -0.82317], [3.90749, 2.04157, 0.78550], [5.63558, -1.99795, -0.09938], [6.32525, -3.06674, -0.95906], [6.73237, -1.30825, 0.72485], [4.90986, -0.36630, -4.02538], [4.78407, -1.86900, -4.95945], [5.90154, -1.78029, -3.58939], [3.09552, -2.43229, -3.49359], [5.51337, -0.52767, -1.65130], [3.40193, -0.26329, 0.45126], [5.37913, 1.82296, -1.87676], [5.75734, 2.95316, -0.56060], [6.56320, 1.37331, -0.61424], [4.95805, -2.49976, 0.59249], [5.58634, -3.65451, -1.50315], [7.01579, -2.59992, -1.66079], [6.88230, -3.74854, -0.31562], [7.43700, -0.80096, 0.06679], [7.26841, -2.04908, 1.31845], [6.29201, -0.58606, 1.41234]],
  "mulliken_charge": [-1.277, 0.122, -0.607, -0.757, 1.064, -0.773, 0.544, 0.631, -0.914, 0.259, 0.208, -0.728, -0.398, -0.538, -0.546, -1.092, -0.810, 0.118, 0.394, 0.325, 0.417, 0.337, 0.302, 0.240, 0.327, 0.440, 0.351, 0.268, 0.230, 0.319, 0.261, 0.271, 0.303, 0.274, 0.434, -0.792, -0.086, -0.007, -0.716, -0.211, 0.014, 0.672, -0.991, -0.679, 0.501, -1.501, -1.531, 0.267, 0.344, 0.203, 0.320, 0.601, 0.236, 0.258, 0.335, 0.256, 0.303, 0.357, 0.286, 0.449, 0.299, 0.469, 0.346]
}

[3]
{
  "formula": "C3H10N2O2",
  "method": "ωB97M-V/def2-TZVPD",
  "e_homo_ev": -7.5,
  "homo_lumo_gap_ev": 8.33,
  "elements": ["C", "C", "C", "N", "N", "O", "O", "H", "H", "H", "H", "H", "H", "H", "H", "H", "H"],
  "coordinates": [[-0.09724, -1.85275, -0.17693], [-0.57214, 0.63023, -1.17504], [0.19524, -0.42775, -0.44085], [1.60266, 1.21746, 0.18922], [1.30995, -0.03414, 0.11963], [-1.27808, 1.51295, -0.34449], [-0.91020, 0.06021, 1.90178], [0.11486, -2.47623, -1.05327], [0.62293, -2.19653, 0.49121], [-1.16178, -1.95873, 0.16428], [-1.35554, 0.31626, -1.79611], [0.17850, 1.25613, -1.76973], [2.56109, 1.38580, 0.57403], [-1.73138, 0.31114, 1.46507], [1.71498, -0.82750, 0.69209], [-0.93355, 2.37754, -0.62983], [-0.26030, 0.70589, 1.78892]],
  "mulliken_charge": [-1.277, -0.751, 0.646, -0.864, 0.301, -0.500, -0.630, 0.348, 0.403, 0.239, 0.322, 0.455, 0.171, 0.310, 0.189, 0.326, 0.311]
}